Record 1
23
Properties=species:S:1:pos:R:3:forces:R:3 method="wB97M-V/def2-TZVPD" total_charge=-1 spin_multiplicity=2 homo_energy_ev="0.8 / -6.9" total_energy_ha=-350.4897 s_squared=0.750
C 0.85578 0.67649 0.68342 -2.5268 3.3096 -0.4033
C 1.54715 -0.56115 0.82886 1.9608 -2.0193 2.9312
C 1.41093 -1.58342 -0.27638 -0.4304 -0.0673 -3.4515
C -0.07258 -2.08877 -0.59192 0.6379 -1.2034 0.1624
C 1.52617 1.58422 -0.31730 -0.1887 1.5344 -1.9306
H -0.13320 0.43438 0.31551 -0.3109 0.2265 -0.1712
H 0.58767 1.32346 1.58115 0.7483 -1.3341 -0.5297
H 1.22672 -1.00883 1.80466 0.1915 -0.1181 -0.6689
H 2.60574 -0.24799 1.00742 -0.2197 -0.9207 -0.2666
H 1.94657 -2.51164 -0.01773 0.2461 0.5568 -0.2195
H 1.83524 -1.11526 -1.29465 -0.5611 -1.1796 2.1683
H -0.46770 -2.25296 0.38127 -0.7904 -0.0897 1.0335
H -0.76969 -1.42260 -1.08387 0.2648 0.4543 -0.2598
H -0.23561 -3.13366 -1.07614 1.0322 1.7612 0.4115
H 0.77225 1.97538 -1.05538 0.7223 -0.4817 0.3851
H 1.96422 2.50836 0.06039 -0.0695 0.0000 0.6639
H 2.37859 1.16575 -0.88209 -0.5434 -0.3711 0.1069
H -3.00803 2.48447 -0.70858 0.1582 0.6243 -0.6709
H -3.26966 1.15196 -1.45910 -0.1903 -0.8854 -3.2839
O -3.22014 1.55186 -0.63752 -0.2896 0.9186 3.0935
H -2.99204 0.83977 1.31865 0.1152 -0.0401 -0.7707
H -2.10863 0.11656 0.24705 -0.6033 0.6066 0.1683
O -2.37975 0.11361 1.17228 0.6470 -1.2817 1.5021

***

Record 2
24
Properties=species:S:1:pos:R:3:forces:R:3 method="wB97M-V/def2-TZVPD" spin_multiplicity=1 homo_energy_ev=-8.3 total_energy_ha=-748.7597 smiles=CCCCSC.O.O
C -0.62140 0.88686 2.40547 0.0909 -0.1234 0.1752
C 0.13694 0.53658 1.12162 0.5514 -0.3713 0.6887
C -0.27007 -0.79040 0.50865 -0.4838 -0.9862 -0.0627
C -1.72804 -0.88402 0.04596 -0.8084 0.4526 -0.2937
S -2.46323 0.58284 -0.74615 0.2324 0.1975 -0.0766
C -1.76996 0.49848 -2.41396 -0.0505 -0.3645 0.1262
H -0.64055 0.05584 3.12933 0.0358 0.0802 -0.3548
H -1.65502 1.16574 2.19199 0.0517 0.0696 0.0589
H -0.12052 1.71264 2.92157 -0.2301 0.0391 -0.1458
H 0.03217 1.35575 0.41724 -0.0726 0.1044 -0.2240
H 1.20556 0.45668 1.37001 -0.1606 0.0747 -0.1170
H 0.40634 -1.13675 -0.27917 -0.0566 0.4315 -0.1438
H -0.18155 -1.60567 1.24520 0.1547 0.3317 0.1445
H -2.42071 -1.00381 0.88767 0.3167 -0.1380 0.0485
H -1.94149 -1.71109 -0.64094 0.3632 -0.0651 0.2589
H -2.16846 -0.37400 -2.92216 -0.1391 -0.0707 -0.1577
H -2.07775 1.39350 -2.94674 0.0393 0.0558 -0.0010
H -0.68826 0.40487 -2.43088 0.0756 0.2160 0.0651
O 1.77447 0.21517 -2.13002 -0.0624 0.1020 -0.2119
H 1.14581 0.41521 -1.42915 0.1893 0.0038 0.0727
H 2.59514 -0.00699 -1.67624 -0.0422 -0.0842 0.1876
O 3.55352 -0.68623 0.16105 0.3228 0.3636 0.4839
H 3.88400 0.00445 0.76414 -0.2198 -0.3721 -0.4004
H 4.01306 -1.48565 0.44550 -0.0979 0.0532 -0.1206

***

Record 3
24
Properties=species:S:1:pos:R:3:forces:R:3 method="wB97M-V/def2-TZVPD" spin_multiplicity=1 homo_energy_ev=-8.7 total_energy_ha=-748.6973 smiles=CCCCSC.O.O
C 3.31783 0.75424 -1.52997 1.1136 1.0429 2.5976
C 1.84733 0.80150 -1.04985 -0.2077 -0.8951 -2.4701
C 1.66642 0.68914 0.46012 -0.2190 1.4903 0.0512
C 1.64880 -0.81067 0.84536 -2.1724 0.3504 -1.7425
S -0.06091 -1.68560 0.42780 0.5314 1.2258 0.7424
C -1.29986 -0.94294 1.65185 -1.7513 -2.5367 -2.6913
H 3.99425 0.02280 -0.87988 -1.4433 1.6921 -1.0858
H 3.36992 0.36727 -2.51192 0.1459 -0.1010 -1.1908
H 3.70895 1.82555 -1.48297 0.1073 -1.5747 -0.1149
H 1.48266 -0.11817 -1.56397 -0.5465 0.3322 0.8255
H 1.24478 1.59541 -1.63383 1.1309 -0.7052 1.3899
H 0.63843 1.17668 0.68073 1.8283 -0.7133 0.2659
H 2.56749 1.30956 0.96169 -2.1778 -1.4705 -0.7166
H 2.25808 -1.41834 0.16390 0.2444 0.2634 0.5054
H 1.86408 -0.95082 1.86296 0.3313 -0.5445 1.2892
H -0.67582 -0.54912 2.36331 0.7443 1.2290 2.0804
H -1.95137 -1.79117 1.97902 1.1367 0.3393 0.3470
H -2.11090 -0.32881 1.22172 1.3297 0.5902 -0.0757
O -3.43694 0.23372 -1.44641 3.1838 1.1996 0.4814
H -4.16873 -0.21392 -1.78860 -1.5302 -1.1686 -1.1337
H -2.63161 0.10362 -2.01222 -1.5026 -0.0823 0.6627
O -4.73974 -0.21678 0.98647 -0.7931 1.2309 2.1533
H -4.63855 0.45757 1.73362 -0.0180 -1.5023 -1.7743
H -3.89456 -0.31073 0.56107 0.5343 0.3080 -0.3959

***

Record 4
24
Properties=species:S:1:pos:R:3:forces:R:3 method="wB97M-V/def2-TZVPD" spin_multiplicity=1 homo_energy_ev=-9.3 total_energy_ha=-425.7296 smiles="C/C=C/CC.O.O.O"
C -2.55362 0.65663 0.32336 -0.9576 -1.0178 -0.6882
C -1.05362 0.95410 0.27889 1.7567 -0.8318 1.0805
C -0.02671 0.01605 0.38346 -2.5434 0.1295 -2.1071
C 1.39912 0.38440 0.80763 0.3541 -0.6851 -1.5907
C 2.60440 -0.74321 0.63848 -0.8491 0.9356 1.1624
H -3.04043 0.55216 -0.74556 0.8648 0.3404 2.0834
H -2.70204 -0.32417 0.88466 0.1908 1.1109 -0.9581
H -3.15878 1.39876 0.94395 1.0484 -0.6417 -1.0744
H -0.71662 2.00901 0.30752 -0.4636 -0.3648 0.4762
H -0.32845 -0.98576 -0.10382 0.7813 1.0154 1.6164
H 1.19972 0.70507 1.87619 1.3299 -0.1165 -1.1605
H 1.69485 1.23513 0.10337 -0.2261 -0.6530 1.4453
H 2.39716 -1.62290 1.32232 0.6003 1.3537 -0.1153
H 2.68642 -1.31055 -0.32356 -0.2534 1.3169 0.2927
H 3.55844 -0.11563 0.87358 -1.4969 -1.7515 -0.3136
O 0.89959 -1.52363 -2.49749 0.0212 0.5289 -1.4472
H 0.60865 -1.45634 -3.44473 0.3892 -0.3132 1.2971
H 1.42720 -0.70635 -2.41171 -0.4022 -0.3776 0.1189
O -0.20779 1.16671 -2.56586 0.0436 0.3781 0.3895
H -0.72184 0.40876 -2.85854 -0.0325 -0.0168 0.1337
H -0.32897 1.17639 -1.58853 0.0691 -0.2130 -0.9059
O -1.09761 -0.67823 3.15153 1.6319 0.9270 -1.4655
H -1.08046 0.22655 3.49585 -0.3614 -0.2215 0.3652
H -0.46576 -0.51670 2.37255 -1.4949 -0.8321 1.3653

***

Record 5
24
Properties=species:S:1:pos:R:3:forces:R:3 method="wB97M-V/def2-TZVPD" spin_multiplicity=1 homo_energy_ev=-9.6 total_energy_ha=-425.7126 smiles="C=CCCC.O.O.O"
C 2.28040 -0.36297 -1.46409 -3.2816 -0.4187 -6.3870
C 1.09154 0.21557 -1.87242 3.8996 -1.3240 3.4673
C 0.15404 0.90451 -0.97115 0.9319 -2.1122 1.9133
C -0.27268 0.13689 0.32134 0.7625 0.4729 -1.3359
C -1.34962 0.94083 1.03467 0.1355 -0.3087 2.5963
H 2.42135 -0.48656 -0.50576 1.1383 -0.4298 5.0473
H 2.83257 -1.08750 -2.14819 -0.4989 1.5793 0.7773
H 0.88241 0.27829 -2.85143 -0.6913 -0.1031 -3.5712
H 0.59450 1.76657 -0.62009 0.9035 2.4203 0.4899
H -0.71304 1.14633 -1.47565 -1.7448 0.8951 -0.9708
H 0.63386 -0.16791 0.96105 -1.6231 0.5165 -0.9828
H -0.74333 -0.76637 -0.07112 0.2353 -0.1812 0.4749
H -1.79993 0.21576 1.78768 0.4865 1.3823 -0.5190
H -1.06221 1.93587 1.50637 0.2893 -1.4418 -0.2095
H -2.17280 1.26298 0.44409 -0.6398 -0.1759 -1.1821
O -2.45627 -0.39973 -2.52451 2.1755 0.3007 2.1041
H -2.03303 -0.81893 -1.71709 -1.3203 -0.2864 -1.1909
H -1.82157 0.35227 -2.44839 -1.0875 -0.1846 -1.0754
O -1.04377 -1.93217 1.82426 0.0430 -2.6438 -0.3041
H -1.03325 -2.86134 1.38635 0.1263 2.3509 1.5226
H -0.64299 -2.00566 2.71219 -0.2987 -0.3874 -0.7099
O 2.18894 0.91597 2.70120 0.8616 0.1148 -0.0678
H 2.45664 0.78088 1.75595 -1.4461 0.0247 1.4402
H 1.26748 0.77380 2.98622 0.6434 -0.0597 -1.3268

***

Record 6
24
Properties=species:S:1:pos:R:3:forces:R:3 method="wB97M-V/def2-TZVPD" total_charge=+1 spin_multiplicity=1 homo_energy_ev=-14.2 total_energy_ha=-309.9764
C -1.06145 0.05665 -0.41497 -0.1296 -0.5017 -0.3448
C -2.35876 -0.22439 -1.16495 0.1606 0.1438 -0.3414
C -3.23373 1.01815 -1.27549 -0.1738 0.3588 0.3225
N -0.23255 -1.16647 -0.22902 0.1668 0.1483 0.3753
H -0.46550 0.78835 -0.96136 0.0014 0.0857 0.0660
H -1.28174 0.45050 0.57632 0.0431 0.0762 0.0526
H -2.87737 -1.08152 -0.72784 -0.0439 0.1533 0.2056
H -2.10303 -0.51947 -2.18889 0.0192 -0.1833 0.1027
H -3.27551 1.62705 -0.36536 0.2497 -0.2277 0.0846
H -2.83837 1.66676 -2.05834 -0.2187 0.0166 -0.0436
H -4.27790 0.78138 -1.47226 0.1031 -0.1080 -0.3510
H -0.79076 -1.83893 0.29047 0.0954 -0.1313 -0.0904
H 0.01992 -1.60861 -1.10627 -0.2321 0.0736 -0.1755
H 1.02431 -0.82678 0.53459 0.1606 0.5316 0.6508
C 3.13751 -0.66737 0.34085 -0.1480 0.7016 0.8185
N 1.92336 -0.40295 1.16706 -0.5405 -0.5277 -0.1402
C 1.66760 0.99713 1.57066 0.2594 0.1630 -0.6817
H 3.00043 -0.15859 -0.61027 -0.0675 -0.4683 -0.2387
H 4.02037 -0.21657 0.79446 -0.0314 -0.1590 0.1731
H 3.23271 -1.74762 0.31897 0.2189 0.0232 -0.5641
H 1.95325 -0.93794 2.03102 0.2074 -0.2780 -0.1107
H 1.46873 1.56598 0.66333 -0.0288 0.1319 0.1134
H 2.54604 1.41162 2.06255 -0.0668 -0.0203 0.0735
H 0.80246 1.03364 2.22475 -0.0045 -0.0021 0.0433